P.
{"formula": "C3H8NO2P", "method": "the ωB97M-V functional and the def2-TZVPD basis", "symbols": ["C", "C", "C", "N", "O", "O", "P", "H", "H", "H", "H", "H", "H", "H", "H"], "coordinates": [[2.078, -2.138, -0.277], [1.088, -1.734, -0.992], [-1.659, 0.307, 1.064], [-2.850, -0.066, 0.570], [1.092, 0.345, 0.458], [0.640, 3.248, 0.003], [-0.007, -0.470, -0.093], [2.678, -2.778, -0.808], [2.324, -1.834, 0.741], [0.968, -1.923, -2.045], [-1.511, 1.439, 1.046], [0.653, 2.221, 0.253], [-3.632, 0.480, 0.148], [-3.035, -1.189, 0.646], [1.548, 3.664, -0.018]], "multiplicity": 1, "homo_ha": [-0.2796, -0.2796]}

***

Q.
{"formula": "C3H8NO2P", "method": "the ωB97M-V functional and the def2-TZVPD basis", "symbols": ["C", "C", "C", "N", "O", "O", "P", "H", "H", "H", "H", "H", "H", "H", "H"], "coordinates": [[1.076, -1.249, -0.076], [0.957, 1.133, -0.089], [-2.800, -0.623, 0.279], [1.667, -0.024, -0.194], [-0.137, -1.470, -0.044], [3.065, 0.143, 0.260], [-1.430, 0.219, -0.248], [1.909, -1.931, 0.138], [1.210, 1.760, -0.905], [1.114, 1.526, 0.899], [-2.994, -1.688, -0.050], [-3.400, -0.374, 1.172], [3.004, 1.042, 0.416], [-1.818, 1.633, -0.034], [-1.423, -0.098, -1.522]], "multiplicity": 1, "homo_ha": [-0.2752, -0.2753]}

***

Here are the energies relative to the best structure, in hartree: P 0.0000; Q 0.0676.

***

P.
{"formula": "C3H8NO2P", "method": "the ωB97M-V functional and the def2-TZVPD basis", "symbols": ["C", "C", "C", "N", "O", "O", "P", "H", "H", "H", "H", "H", "H", "H", "H"], "coordinates": [[2.162, 0.473, 0.000], [-0.334, 1.559, 0.231], [0.997, -0.133, -0.739], [0.468, -1.355, -0.290], [2.558, 0.020, 1.203], [2.682, 1.461, -0.404], [-1.925, 0.728, 0.113], [0.032, 1.546, 1.392], [-0.164, 2.520, -0.310], [0.765, 0.034, -1.822], [0.503, -1.525, 0.735], [2.378, -0.978, 1.133], [-0.402, -1.619, -0.741], [-1.752, -0.301, 0.999], [-1.659, -0.122, -1.129]], "multiplicity": 1, "homo_ha": [-0.2905, -0.2905]}

***

Q.
{"formula": "C3H8NO2P", "method": "the ωB97M-V functional and the def2-TZVPD basis", "symbols": ["N", "C", "C", "C", "P", "O", "O", "H", "H", "H", "H", "H", "H", "H", "H"], "coordinates": [[1.541, 1.048, -2.597], [0.520, 0.322, -1.959], [0.240, 0.465, -0.592], [-0.733, -0.379, 0.154], [0.014, -1.056, 1.801], [0.387, 0.151, 2.700], [-1.318, -1.508, 2.711], [1.340, 1.474, -3.539], [2.101, 1.589, -1.979], [-0.003, -0.351, -2.492], [0.701, 1.140, -0.017], [-1.571, 0.284, 0.469], [-1.309, -1.274, -0.354], [-0.042, 0.251, 3.572], [-1.868, -2.154, 2.121]], "multiplicity": 1, "homo_ha": -0.2742}

***

Here are the energies relative to the best structure, in hartree: P 0.0979; Q 0.0000.

***

P.
{"formula": "C10H10N2O2", "method": "the ωB97M-V functional and the def2-TZVPD basis", "symbols": ["O", "C", "O", "C", "C", "C", "N", "C", "C", "C", "C", "C", "C", "N", "H", "H", "H", "H", "H", "H", "H", "H", "H", "H"], "coordinates": [[-1.350, 2.047, 0.779], [-1.463, 0.909, -0.031], [-1.116, 1.021, -1.324], [-2.868, 0.437, -0.103], [-3.215, -0.850, -0.146], [-2.237, -1.934, -0.037], [-1.001, -1.737, 0.281], [-0.520, -0.363, 0.656], [0.907, -0.153, 0.319], [1.737, -1.225, 0.110], [3.106, -0.990, -0.205], [3.556, 0.365, -0.277], [2.622, 1.284, 0.148], [1.349, 1.061, 0.334], [-0.556, 2.525, 0.531], [-0.185, 1.270, -1.270], [-3.680, 1.064, -0.387], [-4.217, -0.969, -0.416], [-2.628, -2.903, 0.012], [-0.524, -0.158, 1.668], [1.177, -2.136, 0.299], [3.824, -1.639, -0.658], [4.463, 0.707, -0.649], [2.820, 2.367, 0.365]], "multiplicity": 1, "homo_ha": -0.3222}

***

Q.
{"formula": "C10H10N2O2", "method": "the ωB97M-V functional and the def2-TZVPD basis", "symbols": ["O", "C", "C", "C", "N", "C", "O", "N", "H", "H", "H", "H", "C", "C", "C", "C", "C", "C", "H", "H", "H", "H", "H", "H"], "coordinates": [[-0.438, -0.812, 2.740], [0.441, -0.087, 2.297], [1.085, -0.327, 1.056], [2.159, 0.426, 0.683], [2.861, 1.175, 1.618], [2.207, 1.564, 2.782], [2.693, 2.234, 3.723], [0.884, 1.105, 2.879], [0.696, -1.146, 0.397], [2.730, 0.223, -0.277], [3.728, 1.631, 1.196], [0.468, 1.044, 3.766], [-1.851, 0.569, -2.476], [-1.090, -0.378, -3.184], [-1.004, -1.515, -2.617], [-1.610, -1.819, -1.345], [-2.245, -0.861, -0.605], [-2.453, 0.374, -1.245], [-1.798, 1.632, -2.950], [-0.573, -0.236, -4.191], [-0.210, -2.193, -3.061], [-1.183, -2.785, -0.909], [-2.448, -0.899, 0.546], [-3.049, 1.082, -0.822]], "multiplicity": 1, "homo_ha": -0.3411}

***

R.
{"formula": "C10H10N2O2", "method": "the ωB97M-V functional and the def2-TZVPD basis", "symbols": ["O", "C", "C", "C", "N", "C", "O", "N", "H", "H", "H", "H", "C", "C", "C", "C", "C", "C", "H", "H", "H", "H", "H", "H"], "coordinates": [[1.682, 0.716, -3.073], [0.653, 1.217, -2.696], [0.518, 2.425, -1.804], [-0.713, 3.023, -1.751], [-1.767, 2.590, -2.602], [-1.799, 1.257, -3.033], [-2.936, 0.763, -3.331], [-0.589, 0.578, -2.974], [1.357, 2.790, -0.970], [-0.727, 3.698, -0.789], [-2.572, 2.959, -2.461], [-0.480, -0.518, -3.127], [1.314, -2.263, 1.345], [0.123, -2.846, 1.631], [-0.577, -2.439, 2.759], [-0.077, -1.382, 3.480], [1.087, -0.749, 3.138], [1.876, -1.200, 2.045], [1.989, -2.888, 0.628], [-0.053, -3.659, 0.986], [-1.659, -2.776, 2.883], [-0.771, -0.902, 4.237], [1.353, 0.172, 3.717], [2.766, -0.566, 1.763]], "multiplicity": 1, "homo_ha": -0.3486}

***

S.
{"formula": "C10H10N2O2", "method": "the ωB97M-V functional and the def2-TZVPD basis", "symbols": ["C", "C", "C", "C", "C", "C", "C", "C", "C", "C", "H", "H", "H", "H", "H", "H", "H", "H", "H", "H", "N", "N", "O", "O"], "coordinates": [[-2.885, -1.092, -0.162], [-2.542, -0.805, 1.043], [-2.208, 0.475, 1.431], [-2.371, 1.533, 0.590], [-2.895, 1.136, -0.749], [-3.108, -0.141, -1.089], [0.802, -0.918, -0.273], [1.965, -1.717, 0.147], [3.200, -1.219, 0.217], [2.411, 1.042, 0.012], [-3.144, -2.129, -0.414], [-2.513, -1.663, 1.795], [-1.548, 0.549, 2.370], [-2.275, 2.656, 0.928], [-3.345, 1.967, -1.422], [-3.553, -0.201, -2.069], [0.444, 1.167, -0.531], [1.675, -2.770, 0.406], [4.067, -1.677, 0.473], [4.554, 0.643, -0.436], [1.127, 0.421, -0.138], [3.482, 0.193, 0.132], [-0.247, -1.271, -0.781], [2.643, 2.195, -0.227]], "multiplicity": 1, "homo_ha": -0.3327}

***

Here are the energies relative to the best structure, in hartree: P 0.0504; Q 0.0000; R 0.0219; S 0.0424.